# 1
Entry from OMol25: a cluster of 2 separate species, C2H5N2O2 in total (the ωB97M-V functional and the def2-TZVPD basis).

Geometry as XYZ:
```
11
Properties=species:S:1:pos:R:3:forces:R:3
N -0.545744 0.340747 -0.014860 -3.20 3.04 -0.75
C -1.570388 -0.369312 0.469735 1.39 -0.67 0.50
N -2.734396 0.034033 0.897294 1.53 0.20 -0.83
H -0.745231 1.321293 -0.311272 0.57 -1.24 0.68
H 0.357843 -0.021663 -0.192565 0.86 -0.99 -0.05
H -1.159953 -1.407713 0.540653 -0.87 0.25 0.40
H -3.052740 -0.771641 1.383347 -1.09 -0.73 0.35
O 1.858930 -0.984964 -0.372810 1.04 3.70 -0.63
C 2.316819 0.220124 -0.653259 1.70 -1.48 -1.10
O 2.009014 1.373177 -0.286642 -0.23 -1.48 0.05
H 3.265841 0.265914 -1.459625 -1.68 -0.61 1.39
```
Positions in Å, forces in eV/Å.

**HOMO energy**: -4.571 eV
**Charge**: -1
**ΔE to the lowest compared entry with this formula, charge and spin**: 0.834 eV
**E_LUMO**: 0.157 Ha

How is the electron density shared among the atoms? According to natural (NBO), the charges in e are: N -0.787; C 0.291; N -0.819; H 0.375; H 0.439; H 0.129; H 0.317; O -0.812; C 0.636; O -0.747; H -0.024

# 2
Entry from OMol25: the molecule C2H5N2O2P (the ωB97M-V functional and the def2-TZVPD basis).

Geometry as XYZ:
```
12
Properties=species:S:1:pos:R:3:forces:R:3
N -3.161992 0.436187 0.992581 -0.54 -0.17 0.06
C -2.461542 0.393492 0.087768 0.65 1.34 0.15
C -1.357902 0.301364 -0.870646 0.58 -3.13 -0.25
N -0.169726 -0.161556 -0.059387 0.45 1.20 -2.06
P 1.544542 0.165615 -0.293981 -0.94 -0.47 1.18
O 1.769722 1.133680 0.978437 0.54 0.40 0.52
O 2.382294 -1.194326 0.357270 -1.61 1.52 -0.92
H -1.762558 -0.567328 -1.519955 1.03 1.29 0.33
H -1.106522 1.132908 -1.512827 -0.35 0.41 0.22
H -0.504737 -0.890280 0.490840 0.02 -1.46 1.52
H 2.166154 0.839866 1.820223 -0.28 -0.19 -0.71
H 2.662268 -1.589618 -0.470327 0.46 -0.73 -0.03
```
Positions in Å, forces in eV/Å.

**HOMO energy**: -9.589 eV
**SMILES**: N#CCNP(O)O
**ΔE to the lowest compared entry with this formula, charge and spin**: 0.121 eV
**E_LUMO**: 0.026 Ha

How is the electron density shared among the atoms? According to natural (NBO), the charges in e are: N -0.302; C 0.257; C -0.311; N -0.964; P 1.457; O -1.025; O -0.968; H 0.217; H 0.251; H 0.390; H 0.516; H 0.482

# 3
Entry from OMol25: the ion C2H5N2O2S with charge +1 (the ωB97M-V functional and the def2-TZVPD basis).

Geometry as XYZ:
```
12
Properties=species:S:1:pos:R:3:forces:R:3
S 1.617306 -2.244412 1.505970 -0.19 0.27 -0.22
O 0.692170 -0.834969 1.171960 0.14 -0.05 0.28
C 0.073426 -0.776588 -0.020599 1.02 0.05 -1.09
N -0.803621 0.377993 -0.055817 0.34 -0.18 -0.12
C -0.225979 1.372740 -0.714918 0.10 0.06 -0.17
N 0.843071 0.970756 -1.329198 -0.24 0.11 0.28
O 1.081279 -0.360137 -1.135147 -1.13 -0.67 0.98
H 0.888324 -2.605379 2.573272 -0.09 0.02 -0.04
H -0.367333 -1.718117 -0.367537 0.16 0.20 0.05
H -1.594767 0.468576 0.564743 0.04 0.10 -0.04
H -0.592791 2.385578 -0.755975 -0.02 0.07 -0.02
H 1.513967 1.468098 -1.902769 -0.13 0.03 0.10
```
Positions in Å, forces in eV/Å.

**HOMO energy**: -13.635 eV
**Charge**: +1
**SMILES**: SO[C@H]1[NH+]=CNO1
**ΔE to the lowest compared entry with this formula, charge and spin**: 0.110 eV
**E_LUMO**: -0.143 Ha

How is the electron density shared among the atoms? According to natural (NBO), the charges in e are: S 0.343; O -0.628; C 0.499; N -0.563; C 0.331; N -0.197; O -0.322; H 0.129; H 0.219; H 0.461; H 0.268; H 0.460

# 4
Entry from OMol25: a cluster of 2 separate species, C2H5N2P in total (the ωB97M-V functional and the def2-TZVPD basis).

Geometry as XYZ:
```
10
Properties=species:S:1:pos:R:3:forces:R:3
C -1.102314 -0.681905 1.003456 -1.57 -0.41 0.77
C 0.182152 -0.362867 0.884235 -2.76 1.60 1.33
N -0.866608 0.127701 -1.480723 1.61 3.61 -4.87
N -0.421497 0.811200 -2.333787 -2.97 -5.29 6.59
P -0.049304 1.520827 -3.682912 -1.26 1.03 -3.70
H -1.593639 -1.624371 0.722124 1.11 -0.23 0.23
H -1.948656 -0.082850 1.390832 1.01 0.66 -0.55
H 0.434169 0.694023 1.006346 0.54 -0.59 0.25
H 0.828967 -1.147905 0.757267 1.98 -1.26 -0.91
H 1.116819 1.900201 -3.197120 2.31 0.88 0.85
```
Positions in Å, forces in eV/Å.

**HOMO energy**: -8.429 eV
**ΔE to the lowest compared entry with this formula, charge and spin**: 3.017 eV
**E_LUMO**: 0.004 Ha

How is the electron density shared among the atoms? According to natural (NBO), the charges in e are: C -0.334; C -0.418; N 0.018; N -0.311; P 0.312; H 0.186; H 0.188; H 0.202; H 0.201; H -0.045

# 5
Entry from OMol25: a cluster of 2 separate species, C2H5N2P in total (the ωB97M-V functional and the def2-TZVPD basis).

Geometry as XYZ:
```
10
Properties=species:S:1:pos:R:3:forces:R:3
C -0.543273 -0.606950 -0.117332 -3.12 -2.75 -2.27
C -0.321056 0.735647 -0.587252 0.40 2.19 -0.33
N 0.615998 -1.367930 -0.014102 1.10 -1.49 -0.17
N 1.616257 -0.683994 0.102142 2.12 -0.24 -0.05
P 1.363772 1.060211 0.087480 -0.73 -0.33 2.76
H -0.946564 -0.578096 0.856194 -0.59 0.05 1.67
H -1.295578 -1.195164 -0.720441 0.65 0.56 0.49
H -0.319708 0.989566 -1.661470 0.20 -0.68 0.16
H -1.186457 1.218541 -0.197176 -0.24 1.44 0.40
H 1.016607 0.428171 2.251958 0.21 1.24 -2.65
```
Positions in Å, forces in eV/Å.

**HOMO energy (spin up / spin down)**: -9.076 / -9.075 eV
**ΔE to the lowest compared entry with this formula, charge and spin**: 3.890 eV
**E_LUMO (spin up / spin down)**: -0.041 / -0.041 Ha

How is the electron density shared among the atoms? According to natural (NBO), the charges in e are: C -0.316; C -0.806; N -0.090; N -0.427; P 0.796; H 0.234; H 0.221; H 0.250; H 0.265; H -0.126

# 6
Entry from OMol25: a cluster of 2 separate species, C2H5N2S in total (the ωB97M-V functional and the def2-TZVPD basis).

Geometry as XYZ:
```
10
Properties=species:S:1:pos:R:3:forces:R:3
C 2.015776 0.217793 -0.292866 0.88 -0.29 3.51
C 1.149958 -0.852737 -0.367994 -2.62 -0.83 -3.11
N 2.772274 0.800778 0.382105 1.10 1.82 -1.54
N -2.555719 0.170383 0.171383 1.39 -1.11 -0.12
S -0.405056 -0.858970 0.258043 1.62 0.07 1.14
H 1.321499 -1.527819 -1.221364 0.25 0.18 0.42
H 3.467297 1.579177 0.438110 -0.96 -0.96 0.05
H -2.342729 1.063121 0.557713 -0.30 0.63 -0.30
H -2.595100 -0.571827 0.851048 -0.85 0.10 -0.15
H -2.828204 -0.019898 -0.776178 -0.51 0.39 0.11
```
Positions in Å, forces in eV/Å.

**HOMO energy (spin up / spin down)**: -13.756 / -13.760 eV
**Charge**: +1
**ΔE to the lowest compared entry with this formula, charge and spin**: 2.889 eV
**E_LUMO (spin up / spin down)**: -0.247 / -0.247 Ha

How is the electron density shared among the atoms? According to natural (NBO), the charges in e are: C 0.600; C -0.600; N -0.425; N -0.944; S 0.362; H 0.276; H 0.492; H 0.415; H 0.401; H 0.424